# 1
{
  "formula": "C16H31NOsP2Se",
  "method": "wB97M-V/def2-TZVPD",
  "elements": ["P", "P", "C", "C", "H", "H", "H", "H", "C", "H", "H", "H", "C", "H", "H", "H", "C", "H", "H", "H", "C", "H", "H", "H", "Os", "C", "C", "C", "C", "C", "C", "C", "C", "C", "H", "H", "H", "H", "H", "H", "H", "H", "H", "H", "H", "H", "H", "H", "H", "Se", "C", "N"],
  "xyz": [[-1.65565, -3.38584, -4.22819], [-0.61424, -5.66829, -1.33748], [-1.29477, -5.17431, -4.07220], [-1.68202, -5.96404, -2.80332], [-0.22500, -5.29623, -4.29152], [-1.84724, -5.60757, -4.91886], [-2.72721, -5.75935, -2.51100], [-1.57758, -7.04118, -3.00673], [0.80040, -6.79806, -1.54131], [1.49322, -6.65006, -0.69749], [1.33441, -6.57625, -2.47739], [0.44539, -7.84056, -1.54607], [-1.52790, -6.32980, 0.07618], [-1.36825, -7.41464, 0.12798], [-2.60081, -6.10973, -0.00676], [-1.13670, -5.86701, 0.99210], [-1.11363, -2.95104, -5.89209], [-1.17890, -1.86469, -6.02624], [-1.76986, -3.44237, -6.62073], [-0.08011, -3.27476, -6.06265], [-3.44424, -3.18972, -4.29729], [-3.94464, -3.68627, -3.45342], [-3.78940, -3.64790, -5.23913], [-3.71426, -2.12231, -4.30687], [-0.63808, -0.58266, -0.90290], [-0.64990, -2.20141, 0.68041], [0.57163, -2.29273, -0.04448], [0.99537, -3.16253, -1.20081], [0.70459, -2.78967, -2.67836], [-0.70890, -2.34455, -3.15089], [-1.68623, -1.95562, -2.00115], [-2.09569, -3.11746, -1.12254], [-1.96764, -2.85380, 0.37278], [-1.14504, 1.04966, -1.84835], [-0.58704, -1.76952, 1.68267], [1.43906, -1.93000, 0.52294], [0.74437, -4.23186, -0.98389], [2.10160, -3.15315, -1.16225], [1.36486, -1.94328, -2.92555], [1.07713, -3.61592, -3.31371], [-0.55094, -1.40928, -3.71917], [-2.58542, -1.43609, -2.38094], [-1.37687, -3.94426, -1.41542], [-3.11161, -3.44836, -1.40342], [-2.79002, -2.19503, 0.68751], [-2.10418, -3.79383, 0.92471], [-1.76910, 1.49568, -1.04535], [-1.72112, 0.99491, -2.78177], [-0.24098, 1.67080, -1.95588], [1.71082, 1.20942, 2.83941], [0.91296, 0.81428, 1.34681], [0.35372, 0.55432, 0.31651]],
  "atomic_forces_ev_per_a": [[0.3, -0.9, -1.8], [-0.4, -2.4, -0.3], [0.0, -0.2, 0.0], [-0.2, 0.4, -0.1], [-0.2, 0.0, -0.1], [0.2, 0.0, 0.1], [0.4, -0.2, -0.1], [-0.1, 0.3, 0.0], [0.4, 0.3, 0.0], [-0.2, -0.1, -0.3], [-0.1, -0.1, 0.3], [0.1, 0.3, 0.0], [-0.1, 0.4, 0.3], [0.0, 0.2, -0.1], [0.3, 0.0, 0.0], [-0.1, -0.2, -0.1], [-0.1, -0.4, -0.2], [0.0, -0.2, 0.0], [0.2, 0.1, 0.0], [-0.2, 0.1, 0.0], [-0.3, 0.2, 0.4], [0.1, 0.2, -0.3], [0.2, 0.1, 0.3], [0.1, -0.4, 0.0], [2.3, -0.4, 2.4], [0.4, 0.3, -0.4], [-0.8, 0.3, 0.5], [0.9, 0.1, -0.2], [0.1, -0.3, -0.3], [-0.8, 1.1, 1.2], [0.0, 0.2, -0.1], [-0.5, -0.5, -0.4], [-0.2, -0.6, -0.3], [-0.9, 1.9, -1.0], [0.1, -0.1, -0.3], [-0.4, 0.0, -0.2], [0.0, 0.3, -0.1], [-0.4, -0.2, -0.1], [-0.1, -0.3, 0.2], [0.0, 0.3, 0.2], [-0.2, -0.4, -0.1], [0.3, -0.3, -0.1], [-0.6, 0.6, 0.4], [0.3, -0.2, 0.4], [0.2, -0.2, 0.0], [0.0, 0.2, 0.1], [-0.1, 0.4, -0.6], [0.1, 0.2, 0.1], [-0.5, 0.0, -0.2], [-0.4, -0.3, -0.8], [0.2, 0.3, 0.4], [0.6, 0.1, 1.1]],
  "relative_energy_ev": 0.4125,
  "total_charge": 2,
  "homo_lumo_gap_ev": [8.06, 4.15],
  "spin_multiplicity": 5,
  "e_homo_ev": [-13.36, -13.34]
}

# 2
{
  "formula": "C16H31NP2Pt",
  "method": "wB97M-V/def2-TZVPD",
  "elements": ["P", "P", "C", "C", "H", "H", "H", "H", "C", "H", "H", "H", "C", "H", "H", "H", "C", "H", "H", "H", "C", "H", "H", "H", "Pt", "C", "C", "C", "C", "C", "C", "C", "C", "C", "H", "H", "H", "H", "H", "H", "H", "H", "H", "H", "H", "H", "H", "H", "H", "N", "C"],
  "xyz": [[-0.09725, -1.87689, -1.23739], [0.17861, 2.17179, -1.33874], [-0.45741, -0.50958, -2.40808], [0.44724, 0.73994, -2.46044], [-1.52585, -0.23919, -2.39888], [-0.34105, -1.00017, -3.39093], [1.51731, 0.46678, -2.46710], [0.30305, 1.22042, -3.44442], [-1.28383, 3.06009, -1.94047], [-1.65229, 3.74199, -1.15753], [-2.08277, 2.35505, -2.19677], [-0.99465, 3.62981, -2.83444], [1.53358, 3.29846, -1.77332], [1.26689, 3.75752, -2.73543], [2.47967, 2.75493, -1.88856], [1.65539, 4.08447, -1.01529], [-1.31833, -3.15558, -1.71143], [-1.37015, -3.93618, -0.94596], [-1.06129, -3.63203, -2.66643], [-2.33212, -2.74996, -1.80455], [1.52042, -2.54976, -1.61356], [2.22679, -1.72842, -1.77611], [1.47066, -3.17263, -2.51651], [1.87279, -3.13439, -0.75565], [1.57334, -1.04697, 3.94710], [0.03859, 2.21530, 0.48098], [-1.27215, 1.75227, 0.93511], [-2.07681, 0.66408, 0.42083], [-1.86084, -0.74624, 1.01796], [-0.73178, -1.53918, 0.40014], [0.68542, -1.12547, 0.51239], [1.51733, 0.11091, 0.48275], [1.20947, 1.45853, 1.17320], [0.50727, -2.67434, 4.48068], [0.17221, 3.28626, 0.74100], [-1.63140, 2.20604, 1.85713], [-2.03821, 0.56743, -0.67453], [-3.10594, 0.94420, 0.70370], [-1.62884, -0.66690, 2.09386], [-2.76818, -1.35485, 0.91780], [-0.82095, -2.56739, 0.79023], [1.18446, -1.82966, 1.24118], [1.76629, 0.37415, -0.57174], [2.47495, -0.22044, 0.93559], [1.03375, 1.37513, 2.25437], [2.14387, 2.04788, 1.09078], [0.98788, -3.07643, 5.38918], [0.34201, -3.42562, 3.69791], [-0.44984, -2.19489, 4.72685], [0.09450, 1.40773, 4.90283], [0.69822, 0.46200, 4.53069]],
  "atomic_forces_ev_per_a": [[-2.9, -0.5, -1.9], [0.0, 2.0, -0.7], [0.3, 0.1, -0.6], [0.1, -0.3, -0.2], [0.4, -0.2, 0.3], [0.1, 0.0, 0.3], [-0.5, 0.2, 0.1], [-0.1, -0.1, 0.3], [-0.2, -0.3, 0.0], [0.2, -0.2, -0.3], [0.0, 0.2, 0.0], [-0.2, -0.2, 0.2], [0.2, -0.3, -0.1], [0.2, -0.1, 0.3], [-0.1, 0.2, 0.1], [-0.1, -0.2, -0.2], [0.2, -0.5, -0.8], [0.2, 0.1, -0.1], [0.0, 0.1, 0.2], [0.3, 0.2, 0.1], [0.6, -0.2, 0.0], [-0.1, -0.2, 0.1], [-0.1, 0.1, 0.2], [0.0, 0.0, -0.3], [1.3, -2.3, -0.7], [0.9, -0.6, 0.5], [-0.1, 0.8, 1.1], [-1.3, -0.7, -0.2], [-0.4, 0.3, -0.4], [0.8, 0.1, 1.1], [1.0, -0.6, 4.1], [1.3, 0.7, -0.3], [0.1, 0.1, -0.3], [-0.2, -1.1, 0.1], [-0.2, -0.3, -0.4], [0.2, 0.0, -0.1], [-0.1, 0.2, 0.2], [0.1, -0.2, -0.4], [-0.1, -0.1, -0.3], [0.0, 0.3, 0.0], [0.3, 0.3, 0.1], [-0.2, 0.3, -1.2], [0.2, -0.3, 0.8], [-0.4, 0.2, -0.5], [-0.2, -0.1, -0.4], [-0.4, -0.2, -0.1], [-0.3, -0.1, -0.5], [0.2, 0.0, 0.4], [0.1, -0.1, 0.0], [1.0, -2.1, -0.9], [-2.2, 5.6, 1.6]],
  "relative_energy_ev": 0.0504,
  "total_charge": 2,
  "homo_lumo_gap_ev": [7.43, 6.90],
  "spin_multiplicity": 5,
  "e_homo_ev": [-13.20, -15.39]
}

# 3
{
  "formula": "C16H31NP2Sn",
  "method": "wB97M-V/def2-TZVPD",
  "elements": ["P", "P", "C", "C", "H", "H", "H", "H", "C", "H", "H", "H", "C", "H", "H", "H", "C", "H", "H", "H", "C", "H", "H", "H", "Sn", "C", "C", "C", "C", "C", "C", "C", "C", "C", "H", "H", "H", "H", "H", "H", "H", "H", "H", "H", "H", "H", "H", "H", "H", "N", "C"],
  "xyz": [[-0.88266, 4.42227, 2.20993], [-3.74097, 2.83254, 1.06826], [-2.58236, 5.19756, 1.98217], [-3.75547, 4.25471, 2.28584], [-2.57283, 5.53808, 0.92145], [-2.62979, 6.11833, 2.58896], [-3.70372, 3.86357, 3.31842], [-4.70492, 4.79557, 2.15766], [-4.84768, 3.97485, -0.07844], [-5.24549, 3.43285, -0.94602], [-4.43934, 4.92386, -0.45607], [-5.70338, 4.24505, 0.55554], [-5.16401, 1.67780, 1.23385], [-6.00471, 2.06524, 0.62694], [-5.46507, 1.49776, 2.27012], [-4.85206, 0.71621, 0.80346], [-0.09051, 6.09759, 1.91695], [1.00337, 6.03839, 2.01053], [-0.45992, 6.80966, 2.67264], [-0.32253, 6.51401, 0.92430], [-0.35152, 4.27342, 3.95066], [-1.04961, 3.66080, 4.52388], [-0.27881, 5.26820, 4.38910], [0.63734, 3.79963, 3.93834], [-2.32570, 1.67266, 3.47380], [-2.36351, 3.30690, -1.54726], [-2.23844, 4.62996, -1.74099], [-1.30724, 5.04844, -2.81336], [0.13489, 4.55686, -2.42156], [0.48134, 4.74114, -0.99276], [0.53013, 3.76286, -0.06438], [-0.14574, 2.42903, -0.08265], [-1.25799, 2.27608, -1.17608], [-0.48487, 0.95477, 4.37540], [-3.33150, 2.77233, -1.54981], [-2.81906, 5.42168, -1.25153], [-1.35216, 6.11368, -3.08257], [-1.57867, 4.45795, -3.69949], [0.34649, 3.54437, -2.79784], [0.79122, 5.20720, -2.98725], [0.69264, 5.78650, -0.71677], [1.22346, 3.89535, 0.77208], [-0.57921, 2.10915, 0.90721], [0.64154, 1.66531, -0.23943], [-0.75020, 1.99945, -2.10906], [-1.79111, 1.35570, -0.89201], [-0.73396, 0.57098, 5.37686], [0.29443, 1.72312, 4.38515], [-0.22308, 0.10375, 3.74695], [-3.17044, -1.32985, 1.86286], [-2.90584, -0.31115, 2.40588]],
  "atomic_forces_ev_per_a": [[-0.5, 1.4, -0.6], [-1.2, 1.9, -1.2], [0.2, -0.2, 0.7], [-0.8, 0.1, 0.6], [0.0, -0.4, 0.6], [-0.2, -0.3, -0.1], [-0.1, 0.6, -0.5], [0.3, -0.1, 0.3], [0.1, -0.1, -0.1], [0.2, 0.0, 0.2], [0.1, -0.5, 0.3], [0.1, -0.2, -0.2], [-0.5, -0.2, 0.2], [0.3, -0.3, 0.7], [-0.1, 0.0, -0.2], [0.0, 0.2, 0.2], [0.4, -0.1, 0.0], [-0.2, 0.0, 0.0], [0.1, -0.3, -0.1], [0.0, -0.4, 0.4], [-0.5, 0.7, 0.4], [0.3, 0.2, 0.2], [0.1, -0.1, 0.4], [-0.2, 0.1, 0.0], [-0.4, -1.2, 0.0], [-0.1, -1.6, 1.8], [-0.5, 0.5, -0.5], [1.8, -0.6, 0.3], [-0.5, 0.7, -1.1], [0.2, -0.4, 0.7], [0.6, 0.4, 0.0], [-0.2, -0.5, -0.7], [0.3, -1.2, -1.8], [-0.2, -0.4, -0.6], [0.4, 0.9, 1.1], [-0.9, -0.6, -1.1], [0.1, -0.3, 0.4], [0.0, 0.6, 0.0], [-0.3, 0.4, 0.4], [0.5, 0.0, -0.1], [0.7, -0.7, -0.1], [-0.6, 0.3, 0.1], [0.5, 0.9, -0.9], [-0.5, 0.0, -0.4], [0.1, -0.2, 0.1], [0.0, 0.3, -0.2], [0.2, 0.3, -0.2], [-0.2, -0.4, 0.2], [0.5, 0.0, 0.2], [0.6, 2.8, 1.4], [-0.1, -2.3, -1.0]],
  "relative_energy_ev": 3.3709,
  "homo_lumo_gap_ev": 6.36,
  "e_homo_ev": -7.50
}

# 4
{
  "formula": "C16H32AlI2NOP2Si",
  "method": "wB97M-V/def2-TZVPD",
  "elements": ["I", "I", "Al", "P", "C", "C", "H", "H", "H", "H", "H", "H", "C", "H", "H", "H", "P", "C", "C", "H", "H", "H", "C", "H", "H", "H", "H", "H", "H", "C", "O", "C", "Si", "C", "C", "N", "C", "C", "C", "C", "C", "C", "H", "H", "H", "H", "H", "H", "H", "H", "H", "H", "H", "H", "H", "H"],
  "xyz": [[-2.30875, 0.15993, 0.54866], [2.35247, 1.03384, -1.06209], [0.31406, -0.09895, 0.36969], [0.18526, 2.03619, 1.42923], [1.71517, 2.83909, 1.99112], [-0.58074, 3.30488, 0.34584], [-0.90113, 4.13153, 0.99335], [-0.59555, 2.76539, 3.58530], [-1.44661, 2.90328, -0.19951], [-1.89777, 1.91170, 2.70307], [2.06031, 3.51176, 1.19939], [0.17349, 3.64655, -0.37230], [-0.83084, 1.91087, 2.94300], [1.46823, 3.41107, 2.89774], [-0.61155, 0.98901, 3.48961], [2.50029, 2.10704, 2.20037], [-0.46534, -1.56395, -1.45809], [0.56820, -2.74127, -2.38188], [-1.79855, -2.71366, -0.95473], [-1.80528, 0.26676, -2.38965], [-1.79215, -1.19207, -3.43344], [-0.36049, -0.08855, -3.37973], [-1.17541, -0.54213, -2.79112], [-2.55939, -2.21206, -0.33205], [-2.29651, -3.09667, -1.85426], [-0.07274, -3.24679, -3.11872], [0.98912, -3.49118, -1.70102], [-1.39013, -3.53623, -0.35322], [1.37857, -2.21472, -2.89814], [2.62145, -1.63763, -0.62258], [3.56846, -2.24185, -0.87857], [1.80135, 0.03382, 4.30691], [2.14439, -1.33534, 3.08588], [3.86259, -1.20371, 2.38202], [2.12252, -2.89742, 4.12656], [0.89951, -1.38272, 1.79869], [0.28906, -2.65677, 1.79901], [0.88238, -3.76018, 1.12502], [0.37483, -5.03732, 1.30312], [-0.78542, -5.22942, 2.06354], [-1.42697, -4.14546, 2.65336], [-0.94287, -2.85903, 2.48187], [0.80807, -0.08477, 4.77069], [1.87139, 1.04387, 3.88272], [2.54631, -0.03168, 5.12125], [4.57856, -1.24344, 3.22233], [4.09888, -2.03439, 1.70328], [4.01687, -0.25499, 1.84375], [1.15611, -3.04433, 4.63399], [2.32767, -3.80876, 3.54558], [2.89227, -2.83557, 4.91414], [1.82133, -3.58497, 0.57913], [0.86594, -5.87663, 0.82240], [-1.17600, -6.22521, 2.20580], [-2.33948, -4.27219, 3.23783], [-1.40423, -1.97336, 2.92632]],
  "atomic_forces_ev_per_a": [[-0.5, 0.3, 0.4], [-0.5, 0.4, -0.1], [0.2, -0.6, -0.3], [-0.4, 0.8, 0.8], [0.1, 0.0, -0.1], [0.0, -0.4, 0.0], [0.1, -0.1, -0.2], [-0.1, -0.1, 0.0], [0.3, 0.2, 0.3], [0.3, 0.1, 0.1], [0.0, -0.1, 0.2], [-0.2, 0.0, 0.2], [-0.2, 0.2, 0.2], [0.2, -0.1, -0.3], [0.0, 0.2, -0.2], [-0.1, 0.2, 0.0], [-0.5, -0.5, -0.7], [0.4, 0.1, 0.0], [-0.5, 0.1, 0.6], [0.2, -0.4, -0.2], [0.3, 0.3, 0.2], [-0.3, -0.2, 0.2], [0.0, 0.3, -0.1], [0.4, -0.4, -0.5], [0.3, 0.0, 0.1], [0.2, 0.2, 0.2], [-0.1, 0.1, -0.3], [0.0, 0.1, -0.4], [-0.1, -0.2, 0.0], [2.7, -2.4, -0.2], [-2.2, 1.6, 0.5], [-0.4, 0.6, 0.0], [1.6, -0.5, 1.8], [0.2, 0.4, -0.5], [-0.4, -0.4, -0.2], [-0.7, -0.6, -1.1], [-0.4, 0.2, -0.5], [0.8, -0.2, 0.6], [0.4, 0.7, -0.6], [-0.1, 0.0, 0.3], [-0.5, 0.6, 0.1], [0.1, 0.3, 0.2], [0.4, 0.0, -0.1], [-0.1, -0.3, 0.2], [-0.2, -0.1, -0.4], [-0.4, 0.0, -0.2], [0.0, 0.2, 0.2], [0.1, -0.3, 0.1], [0.3, 0.0, -0.1], [0.0, 0.2, 0.2], [-0.2, 0.2, -0.3], [-0.6, -0.3, 0.3], [-0.1, 0.1, 0.1], [0.0, -0.1, 0.0], [0.3, -0.1, -0.2], [0.0, -0.5, 0.0]],
  "relative_energy_ev": 0.9840,
  "total_charge": 2,
  "homo_lumo_gap_ev": [3.90, 3.01],
  "e_homo_ev": [-14.63, -14.30]
}